The following is a DFT calculation (wB97M-V/def2-TZVPD) of an isolated molecule of C6H12O.

Last column: Löwdin charge in e.
Geometry (Å):
C  2.29  0.10  -0.28  -0.037
C  1.01  -0.26  0.45  -0.442
O  1.35  -0.41  1.82  -0.029
C  -0.04  0.82  0.28  -0.199
C  -0.79  0.91  -1.05  -0.200
C  -1.87  0.55  -0.10  -0.132
C  -2.15  -0.94  -0.10  -0.153
H  2.11  0.21  -1.35  0.083
H  3.04  -0.68  -0.12  0.085
H  2.69  1.04  0.11  0.090
H  0.62  -1.21  0.05  0.134
H  0.58  -0.73  2.29  0.097
H  0.29  1.80  0.64  0.150
H  -0.46  0.16  -1.77  0.113
H  -0.82  1.91  -1.49  0.102
H  -0.97  0.70  1.02  0.119
H  -1.38  -1.61  -0.52  0.064
H  -3.02  -1.03  -0.77  0.084
H  -2.47  -1.32  0.87  0.071

Calculated values
Multiplicity ... 1
Kohn-Sham gap ... 8.91 eV
Highest occupied orbital energy ... -8.053 eV
Energy relative to the best compared isomer or geometry (same formula, charge and spin) ... 92.9 kcal per mole

***

The following is a DFT calculation (wB97M-V/def2-TZVPD) of a structure of composition C6H12O.

Last column: Löwdin charge in e.
Geometry (Å):
C  -0.53  1.20  -1.69  -0.027
C  -0.30  -0.18  -1.09  -0.328
O  0.88  -0.96  -1.42  -0.078
C  0.88  -1.48  -0.07  -0.139
C  0.07  -0.28  0.41  -0.496
C  -1.04  -0.52  1.42  -0.039
C  1.02  0.82  0.86  -0.050
H  -0.61  1.22  -2.78  0.081
H  -1.51  1.53  -1.30  0.089
H  0.20  1.94  -1.37  0.071
H  -1.17  -0.82  -1.34  0.147
H  1.89  -1.62  0.34  0.125
H  0.32  -2.43  0.02  0.126
H  -1.74  -1.28  1.07  0.082
H  -1.60  0.41  1.61  0.085
H  -0.61  -0.84  2.37  0.086
H  0.51  1.78  0.99  0.084
H  1.84  0.96  0.14  0.094
H  1.47  0.55  1.82  0.088

Calculated values
Multiplicity ... 1
Kohn-Sham gap ... 10.53 eV
Highest occupied orbital energy ... -9.590 eV
Energy relative to the best compared isomer or geometry (same formula, charge and spin) ... 26.3 kcal per mole

***

The following is a DFT calculation (wB97M-V/def2-TZVPD) of an isolated molecule of C6H12O.

Last column: Löwdin charge in e.
Geometry (Å):
C  -2.04  1.59  -0.79  -0.101
C  -1.93  0.10  -0.92  -0.143
C  -1.22  -0.67  -0.09  -0.196
O  -0.56  -0.16  0.98  -0.114
C  0.56  -0.92  1.42  -0.222
C  1.69  -0.97  0.39  -0.238
C  2.00  0.40  -0.21  -0.098
H  -3.02  1.88  -0.39  0.075
H  -1.28  1.98  -0.10  0.070
H  -1.93  2.09  -1.76  0.070
H  -2.47  -0.39  -1.72  0.096
H  -1.17  -1.76  -0.21  0.124
H  0.24  -1.94  1.69  0.121
H  0.90  -0.42  2.33  0.125
H  2.57  -1.39  0.88  0.110
H  1.42  -1.67  -0.42  0.104
H  1.15  0.76  -0.80  0.065
H  2.87  0.35  -0.87  0.072
H  2.20  1.14  0.57  0.080

Calculated values
Multiplicity ... 1
Kohn-Sham gap ... 9.64 eV
Highest occupied orbital energy ... -8.521 eV
Energy relative to the best compared isomer or geometry (same formula, charge and spin) ... 25.5 kcal per mole

***

The following is a DFT calculation (wB97M-V/def2-TZVPD) of an isolated molecule of C6H12O in a non-equilibrium geometry.

Last column: Löwdin charge in e.
Geometry (Å):
C  0.92  -0.38  -2.19  -0.079
C  1.12  -0.34  -0.67  -0.381
C  0.54  0.95  -0.12  -0.236
O  0.46  0.79  1.29  -0.140
C  -0.64  -0.09  1.32  -0.228
C  -1.93  0.90  1.48  -0.042
C  0.25  -1.31  0.17  -0.002
H  1.33  0.52  -2.67  0.078
H  -0.15  -0.41  -2.43  0.080
H  1.39  -1.24  -2.67  0.074
H  2.20  -0.39  -0.44  0.139
H  1.06  1.86  -0.40  0.137
H  -0.50  0.86  -0.45  0.108
H  -0.68  -0.71  2.21  0.101
H  -1.87  1.32  2.51  0.077
H  -2.91  0.43  1.41  0.059
H  -1.95  1.82  0.86  0.071
H  -0.11  -2.14  -0.48  0.095
H  0.87  -1.79  0.95  0.085

Calculated values
Multiplicity ... 1
Kohn-Sham gap ... 10.78 eV
Highest occupied orbital energy ... -9.679 eV
Energy relative to the best compared isomer or geometry (same formula, charge and spin) ... 70.3 kcal per mole

***

The following is a DFT calculation (wB97M-V/def2-TZVPD) of an isolated molecule of C6H12O.

Last column: Löwdin charge in e.
Geometry (Å):
C  2.18  1.45  -0.19  -0.105
C  1.21  0.51  0.53  -0.224
C  -0.66  -1.75  0.19  0.000
C  -1.58  -2.49  -0.67  -0.157
C  -1.18  -0.40  0.56  -0.217
C  -0.23  0.70  0.08  -0.430
O  -0.79  1.92  0.55  -0.033
H  1.96  2.51  0.00  0.067
H  2.15  1.28  -1.27  0.077
H  3.21  1.28  0.14  0.072
H  1.26  0.67  1.61  0.123
H  1.49  -0.53  0.34  0.091
H  -1.21  -2.07  -1.63  0.113
H  -1.40  -3.57  -0.73  0.065
H  -2.66  -2.25  -0.63  0.077
H  -1.17  -0.37  1.66  0.139
H  -2.21  -0.15  0.23  0.112
H  -0.25  0.70  -1.03  0.146
H  -0.25  2.64  0.20  0.085

Calculated values
Multiplicity ... 1
Kohn-Sham gap ... 8.53 eV
Highest occupied orbital energy ... -8.223 eV
Energy relative to the best compared isomer or geometry (same formula, charge and spin) ... 89.1 kcal per mole

***

The following is a DFT calculation (wB97M-V/def2-TZVPD) of a cluster of 2 separate species, C6H12O in total in a non-equilibrium geometry.

Last column: Löwdin charge in e.
Geometry (Å):
C  2.29  -2.15  1.10  0.002
C  1.29  -1.41  1.63  -0.245
C  -0.11  -1.19  1.12  -0.184
C  -0.27  0.33  0.85  -0.328
C  -1.59  0.73  0.77  0.015
C  0.87  1.31  1.14  -0.083
H  2.00  -3.07  0.55  0.066
H  3.32  -1.95  1.46  0.057
H  1.44  -0.82  2.54  0.097
H  0.00  -1.71  0.16  0.111
H  -0.95  -1.47  1.81  0.124
H  -1.79  1.75  0.90  0.023
H  -2.57  0.12  0.88  0.094
H  0.71  1.85  2.14  0.115
H  1.82  0.81  1.46  0.054
H  1.04  1.73  0.15  0.083
O  -2.10  1.66  -5.20  -0.080
H  -1.24  1.19  -5.09  0.047
H  -1.89  2.58  -4.97  0.032

Calculated values
Multiplicity ... 1
Kohn-Sham gap ... 9.85 eV
Highest occupied orbital energy ... -9.055 eV
Energy relative to the best compared isomer or geometry (same formula, charge and spin) ... 81.7 kcal per mole

***

The following is a DFT calculation (wB97M-V/def2-TZVPD) of a structure of composition C6H12O in a non-equilibrium geometry.

Last column: Löwdin charge in e.
Geometry (Å):
C  0.23  -1.57  -0.74  -0.198
C  -1.28  0.33  -1.84  -0.074
C  0.70  1.17  0.10  -0.053
C  0.15  0.49  2.45  -0.063
C  0.45  0.15  1.01  -0.359
C  0.09  -1.14  0.56  -0.093
O  1.31  -1.34  -1.54  0.025
H  1.90  -0.71  -1.10  0.094
H  -0.36  -2.39  -1.12  0.127
H  -0.57  -1.72  1.18  0.110
H  -1.52  1.27  -2.34  0.008
H  -2.16  -0.03  -1.30  0.018
H  -0.98  -0.36  -2.62  0.011
H  0.79  2.18  0.50  0.074
H  -0.41  0.85  -0.95  0.067
H  1.43  1.07  -0.70  0.064
H  -0.04  -0.40  3.06  0.076
H  -0.73  1.13  2.50  0.087
H  0.99  1.04  2.90  0.080

Calculated values
Multiplicity ... 1
Kohn-Sham gap ... 8.24 eV
Highest occupied orbital energy ... -7.748 eV
Energy relative to the best compared isomer or geometry (same formula, charge and spin) ... 89.0 kcal per mole